Formula: C10H27N5NaO8
Source: OMol25
Level of theory: ωB97M-V with the def2-TZVPD basis set

## Properties
Energy: -1434.75901 a.u.
Orbital gap: 0.2421 Eh
Highest occupied orbital energy: -4.580 eV
E_LUMO: 2.008 eV
Charge: -1
Spin multiplicity: 1

Atoms and positions in Å:
Na  0.9341  0.2721  -0.4046
C  2.0128  -0.6344  -2.1405
O  2.3089  -1.0617  -3.2732
O  1.2139  -1.1431  -1.4007
O  2.4630  0.4385  -1.7150
C  -4.1878  -1.9473  2.3807
O  -3.4077  -0.9957  1.6678
C  -3.0250  -1.3584  0.3467
C  -2.3098  -0.2545  -0.5676
N  -0.8221  -0.1796  -0.2140
C  -0.6651  0.4959  1.0133
C  0.4491  0.0586  1.9491
O  1.6905  0.4319  1.4205
C  2.7508  -0.2127  2.0758
H  -3.6359  -2.6500  3.0049
H  -4.8231  -2.5140  1.7000
H  -4.9493  -1.4139  2.9496
H  -3.9458  -1.6706  -0.1459
H  -2.3372  -2.2039  0.3646
H  -2.8243  0.6904  -0.3927
H  -2.5261  -0.4244  -1.6224
H  -0.4951  -1.1327  -0.2828
H  -1.5885  0.5288  1.5916
H  -0.5624  1.5551  0.7774
H  0.3293  -0.9948  2.2021
H  0.2503  0.6527  2.8411
H  3.6630  -0.1274  1.4852
H  2.5521  -1.2786  2.1869
H  2.9092  0.3406  3.0015
C  1.4015  2.6073  -0.2273
O  0.5026  1.7939  -0.3210
N  1.1730  3.7053  0.4058
N  2.6039  2.3541  -0.4159
H  0.2315  3.7979  0.7594
H  1.9722  4.1746  0.8072
H  2.7735  1.4162  -0.7502
H  3.3254  3.0147  -0.1646
C  -0.2895  -2.8509  -0.3401
O  -0.9685  -3.6626  0.2365
N  -0.7015  -2.2749  -1.4117
N  0.8590  -2.3330  0.0885
H  -1.5298  -2.6109  -1.8820
H  0.0021  -1.6605  -1.7958
H  1.1775  -1.6735  -0.6070
H  1.5250  -2.8443  0.6499
C  0.5997  2.5826  -2.7363
O  0.5921  1.2229  -2.4944
H  0.9909  3.1481  -1.8906
H  1.2677  2.9456  -3.5174
H  -0.4176  2.9371  -2.9024
H  1.4876  0.9437  -2.2900

Cartesian forces (eV/Å) of the 2 atoms listed first:
5.0161 -6.3101 0.9275
4.6992 -2.1582 -7.0901

These are the Löwdin partial charges, in e, on atoms 1 to 8: number 1, Na, carries 0.068; number 2, C, carries -0.837; number 3, O, carries 0.050; number 4, O, carries 0.041; number 5, O, carries -0.007; number 6, C, carries -0.113; number 7, O, carries -0.204; number 8, C, carries -0.182

=====

Formula: C19H20F3NOPS
Source: OMol25
Level of theory: ωB97M-V with the def2-TZVPD basis set

## Properties
Energy: -1905.10167 a.u.
Orbital gap: 0.2090 Eh
Highest occupied orbital energy: -3.139 eV
E_LUMO: 2.549 eV
Charge: -1
Spin multiplicity: 1

Atoms and positions in Å:
N  -1.9713  3.8512  1.4976
P  -2.0863  3.2059  2.9449
C  -2.1764  1.4729  3.2686
O  -0.7959  0.9764  3.1618
S  -3.2685  0.6419  2.1635
H  -1.9840  3.1182  0.7930
H  -1.0322  3.6174  3.7790
H  -3.1933  3.7622  3.6123
H  -0.7031  0.3510  3.8918
H  -2.7549  0.8321  0.9274
F  -0.9237  1.6003  -0.8573
C  -0.2360  0.4557  -1.0297
C  0.1388  0.1141  -2.3149
C  0.8417  -1.0647  -2.5146
C  1.1567  -1.8763  -1.4366
C  0.7666  -1.5032  -0.1580
C  0.0649  -0.3288  0.0663
H  -0.1280  0.7626  -3.1388
H  1.1376  -1.3496  -3.5159
H  1.6967  -2.8005  -1.5909
H  1.0055  -2.1398  0.6841
H  -0.2543  -0.0308  1.0605
F  1.5441  4.7806  2.6374
C  2.1594  4.4930  1.4769
C  3.4853  4.8506  1.3315
C  4.1238  4.5606  0.1348
C  3.4333  3.9288  -0.8876
C  2.0994  3.5838  -0.7091
C  1.4435  3.8603  0.4804
H  3.9990  5.3464  2.1443
H  5.1642  4.8295  0.0044
H  3.9332  3.7031  -1.8205
H  1.5582  3.0907  -1.5049
H  0.4033  3.5950  0.6494
F  1.1210  -5.2942  -1.5152
C  -0.2255  -5.3338  -1.3889
C  -0.9839  -5.6608  -2.4920
C  -2.3634  -5.6938  -2.3565
C  -2.9569  -5.3946  -1.1397
C  -2.1669  -5.0635  -0.0488
C  -0.7866  -5.0349  -0.1664
H  -0.4983  -5.8752  -3.4341
H  -2.9764  -5.9462  -3.2111
H  -4.0336  -5.4089  -1.0435
H  -2.6253  -4.8125  0.8976
H  -0.1514  -4.7720  0.6680

Cartesian forces (eV/Å) of the 2 atoms listed first:
0.2484 -0.0907 -0.0669
-0.2319 -0.1152 -0.4470

These are the natural (NBO) partial charges, in e, on atoms 1 to 8: number 1, N, carries -1.399; number 2, P, carries 1.330; number 3, C, carries -0.656; number 4, O, carries -0.795; number 5, S, carries -0.096; number 6, H, carries 0.359; number 7, H, carries -0.103; number 8, H, carries -0.117

=====

Formula: C17H21N3O3S
Source: OMol25
Level of theory: ωB97M-V with the def2-TZVPD basis set

## Properties
Energy: -1448.06379 a.u.
Orbital gap: 0.3275 Eh
Highest occupied orbital energy: -8.382 eV
E_LUMO: 0.529 eV
Structure (SMILES): Cc1cc(C)cc(N(CC(=O)NCc2cccnc2)S(C)(=O)=O)c1
Spin multiplicity: 1

Atoms and positions in Å:
C  -5.9635  0.1174  0.3456
C  -4.4467  -0.3886  0.2367
C  -3.3933  0.5511  0.5515
C  -2.1833  -0.0361  0.5343
C  -1.9559  -1.4956  0.0434
C  -3.0809  -2.2612  -0.0822
C  -4.4162  -1.8250  0.0589
H  -5.1638  -2.3366  -0.4895
C  -2.7851  -3.5708  -0.6021
H  -2.5305  -4.2378  0.3824
H  -3.6197  -3.8338  -1.0393
H  -1.9365  -3.5586  -1.2171
H  -0.9453  -1.8628  0.0213
N  -1.2044  0.9885  0.9540
S  -1.2137  2.3516  -0.0370
O  -2.3392  3.1653  0.6930
O  0.1677  2.7161  0.2852
C  -1.5621  1.9138  -1.5602
H  -2.4404  1.7241  -1.7866
H  -0.8437  1.2522  -1.8182
H  -1.4262  2.8753  -2.2952
C  -0.0344  0.5461  1.4823
C  1.0487  0.5510  0.2028
O  0.6546  0.0926  -0.7806
N  2.2993  1.0185  0.1893
H  2.5665  1.3133  1.3077
C  3.3223  0.8151  -0.5951
C  4.6398  0.4969  -0.2378
C  5.7542  0.8811  -0.3712
C  7.0273  0.2165  -0.0417
C  6.8868  -0.8567  0.4793
N  5.6796  -1.5562  0.6750
C  4.6420  -0.8585  0.4612
H  3.6587  -1.5262  0.6560
H  7.7159  -1.5905  0.8466
H  8.0053  0.8838  -0.2780
H  5.9085  1.8813  -1.1545
H  3.4770  2.0828  -0.5355
H  2.8842  0.5754  -1.4786
H  -0.1168  -0.4225  1.8497
H  0.5189  1.0623  2.2578
H  -3.8736  1.5584  1.0953
H  -6.6139  -0.1600  -0.6467
H  -6.6192  -0.5063  1.0913
H  -6.1486  1.2532  0.3460

Cartesian forces (eV/Å) of the 2 atoms listed first:
-1.9189 -0.6048 -2.1136
-4.1418 -0.6296 0.9012

These are the natural (NBO) partial charges, in e, on atoms 1 to 8: number 1, C, carries -0.672; number 2, C, carries 0.073; number 3, C, carries -0.342; number 4, C, carries 0.195; number 5, C, carries -0.275; number 6, C, carries 0.029; number 7, C, carries -0.287; number 8, H, carries 0.219

=====

Formula: C11H12ClN
Source: OMol25
Level of theory: ωB97M-V with the def2-TZVPD basis set

## Properties
Energy: -941.09202 a.u.
Orbital gap (alpha / beta): 0.2820 / 0.2821 Eh
Highest occupied orbital energy (alpha / beta): -7.858 / -7.859 eV
E_LUMO (alpha / beta): -0.184 / -0.182 eV
Spin multiplicity: 1

Atoms and positions in Å:
C  0.0298  -2.9744  0.0508
C  1.4447  -2.9874  0.0304
C  -0.6398  -1.7839  0.0472
C  2.0970  -1.7909  -0.1203
C  0.0151  -0.5260  0.0813
C  1.4011  -0.5365  -0.1376
C  0.2061  1.9107  -0.0531
C  0.3836  3.1547  -0.2433
C  -0.7268  0.8152  0.0657
C  -1.6788  0.7825  -1.1714
C  -1.3330  0.9457  1.5347
N  1.9294  0.6111  -0.5905
Cl  3.2369  1.1099  0.3401
H  -0.6353  -3.9295  -0.0164
H  1.9055  -3.8815  0.0069
H  -1.7629  -1.9348  0.0404
H  3.1932  -1.9693  -0.3076
H  1.4143  3.5429  -0.2001
H  -0.4156  3.7303  -0.4441
H  -2.5188  1.4961  -1.0765
H  -2.0506  -0.1892  -1.4563
H  -1.1969  1.2987  -1.8779
H  -1.5789  2.0849  1.6286
H  -0.4369  0.6998  2.2762
H  -2.2827  0.3209  1.5928

Cartesian forces (eV/Å) of the 2 atoms listed first:
-0.4818 -1.8476 -0.1940
-3.3260 2.7761 -0.1642

These are the natural (NBO) partial charges, in e, on atoms 1 to 8: number 1, C, carries -0.226; number 2, C, carries -0.201; number 3, C, carries -0.215; number 4, C, carries -0.246; number 5, C, carries -0.052; number 6, C, carries 0.173; number 7, C, carries 0.396; number 8, C, carries -0.526

=====

- Which formula does entry 4 have?
  C11H12ClN